(1)
Formula: C8H10Cl2NOP
Source: OMol25
Level of theory: ωB97M-V with the def2-TZVPD basis set

ORCA input file:
```
! RIJCOSX wB97M-V def2-TZVPD def2/J DEFGRID3
* xyz 0 1
C 2.014 0.578 -1.064
C 0.671 1.077 -0.623
C 0.065 2.125 -1.306
C -1.167 2.620 -0.923
C -1.817 2.076 0.171
C -1.229 1.031 0.858
C 0.002 0.520 0.468
C 0.589 -0.624 1.265
O -0.379 -1.461 1.804
P -0.712 -3.002 0.501
N 0.542 -3.569 -0.191
Cl -1.842 -2.131 -0.822
Cl -1.862 -4.045 1.720
H 2.388 1.184 -1.888
H 2.732 0.628 -0.247
H 1.956 -0.456 -1.399
H 0.577 2.558 -2.155
H -1.617 3.433 -1.475
H -2.773 2.466 0.487
H -1.724 0.593 1.713
H 1.288 -1.204 0.648
H 1.156 -0.222 2.116
H 1.141 -4.175 0.342
*
```

Properties
LUMO level = 0.002 Eh
HOMO = -8.85 eV
energy relative to the best compared isomer or geometry (same formula, charge and spin) = 0.000 eV
SMILES = Cc1ccccc1COP(=N)(Cl)Cl
F_max = 4.7 eV/A

(2)
Formula: C20H21ClFNO5
Source: OMol25
Level of theory: ωB97M-V with the def2-TZVPD basis set

ORCA input file:
```
! RIJCOSX wB97M-V def2-TZVPD def2/J DEFGRID3
* xyz 0 1
C -2.327 1.856 -5.842
C -0.961 2.474 -6.131
O 0.108 1.710 -5.612
C 0.354 1.688 -4.264
C -0.262 2.542 -3.355
C 0.040 2.518 -2.006
C 0.993 1.628 -1.527
C 1.395 1.557 -0.099
O 2.497 1.195 0.265
N 0.442 1.972 0.788
C 0.644 1.798 2.201
C -0.422 0.895 2.791
O -1.358 0.462 2.171
O -0.189 0.663 4.081
C -1.096 -0.203 4.765
C -1.244 -1.547 4.104
C -2.504 -2.073 3.838
F -3.590 -1.376 4.221
C -2.690 -3.290 3.212
C -1.578 -4.018 2.827
C -0.307 -3.537 3.082
C -0.146 -2.315 3.719
Cl 1.452 -1.752 4.042
C 1.622 0.780 -2.428
C 1.317 0.775 -3.784
O 2.029 -0.124 -4.510
C 1.688 -0.457 -5.845
C 2.562 -1.638 -6.243
H -3.105 2.459 -6.303
H -2.371 0.850 -6.252
H -2.510 1.799 -4.772
H -0.778 2.480 -7.209
H -0.914 3.509 -5.772
H -0.988 3.260 -3.701
H -0.447 3.222 -1.349
H -0.521 1.997 0.486
H 1.633 1.348 2.345
H 0.623 2.760 2.728
H -2.075 0.281 4.831
H -0.667 -0.309 5.766
H -3.692 -3.644 3.029
H -1.702 -4.966 2.328
H 0.565 -4.100 2.792
H 2.374 0.093 -2.072
H 1.872 0.393 -6.510
H 0.629 -0.731 -5.909
H 2.347 -1.928 -7.268
H 3.611 -1.365 -6.162
H 2.374 -2.481 -5.585
*
```

Properties
LUMO level = 0.027 Eh
HOMO = -8.19 eV
energy relative to the best compared isomer or geometry (same formula, charge and spin) = 0.355 eV
SMILES = CCOc1ccc(C(=O)NCC(=O)OCc2c(F)cccc2Cl)cc1OCC
F_max = 0.7 eV/A

Among the records above, which one has the highest F_max?
C8H10Cl2NOP

Look up the energy relative to the best compared isomer or geometry (same formula, charge and spin) of the first one.
0.000 eV